Density functional theory data (the ωB97M-V functional and the def2-TZVPD basis) for a cluster of 9 separate species, C30H57N3O18 in total.

The calculation puts the total energy at -73346.7199 eV. The structure (SMILES) is COC(=O)OC.COC(=O)OC.COC(=O)OC.COC(=O)OC.COC(=O)OC.COC(=O)OC.CCCC#N.CCCC#N.CCCC#N. The largest force on an atom comes out at 9.92 eV/A. The calculation puts the frontier orbital gap at 10.272 eV. The calculation puts the energy above the lowest of the compared OMol25 structures with the same formula, charge and spin at 257.4 kcal/mol.

Positions of all 108 atoms, in Å:
C1 3.850 0.268 -1.885
O1 5.261 0.327 -1.887
C2 5.850 1.409 -1.318
O2 5.168 2.546 -0.877
O3 7.222 1.225 -1.239
C3 7.795 2.278 -0.489
H1 3.397 0.331 -0.908
H2 3.737 -0.720 -2.262
H3 3.257 0.948 -2.534
H4 7.690 3.305 -0.931
H5 8.848 2.092 -0.383
H6 7.460 2.257 0.493
C4 1.644 1.691 2.166
O4 2.195 2.923 1.931
C5 2.321 3.187 0.625
O5 1.725 2.457 -0.378
O6 2.986 4.346 0.386
C6 3.023 4.780 -0.943
H7 2.265 0.903 1.667
H8 0.692 1.491 1.798
H9 1.581 1.347 3.192
H10 3.713 5.622 -0.895
H11 1.955 5.055 -1.160
H12 3.574 4.052 -1.501
C7 -0.230 -1.947 3.710
O7 -0.497 -0.572 3.438
C8 -1.228 0.050 4.418
O8 -2.040 -0.637 5.407
O9 -1.075 1.350 4.392
C9 -1.795 2.149 5.300
H13 -0.039 -2.488 2.738
H14 -0.918 -2.435 4.282
H15 0.623 -2.016 4.456
H16 -1.714 3.181 4.911
H17 -1.447 2.097 6.339
H18 -2.783 1.800 5.507
C10 2.789 -3.531 2.290
O10 3.932 -2.815 2.629
C11 4.667 -2.337 1.622
O11 4.222 -2.281 0.205
O12 5.920 -2.014 1.977
C12 6.656 -1.286 0.974
H19 3.003 -4.249 1.562
H20 2.065 -2.878 1.844
H21 2.351 -4.010 3.178
H22 7.722 -1.162 1.300
H23 6.233 -0.406 0.667
H24 6.691 -1.905 0.027
C13 -1.292 2.046 -2.143
O13 -1.745 3.203 -1.367
C14 -2.507 4.173 -1.841
O14 -2.704 4.250 -3.282
O15 -3.034 5.012 -0.936
C15 -3.712 6.157 -1.445
H25 -1.097 2.478 -3.120
H26 -1.784 1.046 -2.114
H27 -0.343 1.557 -1.927
H28 -3.065 6.871 -1.940
H29 -4.237 6.707 -0.687
H30 -4.497 5.868 -2.279
C16 -3.045 -0.454 0.843
O16 -3.732 0.668 1.208
C17 -3.082 1.755 1.508
O17 -1.704 1.801 1.540
O18 -3.892 2.773 1.797
C18 -3.525 3.912 2.458
H31 -2.164 -0.259 0.247
H32 -3.607 -1.180 0.234
H33 -2.619 -0.852 1.750
H34 -3.141 4.701 1.700
H35 -2.706 3.675 3.140
H36 -4.326 4.272 3.064
C19 -4.191 -3.807 0.094
C20 -3.066 -4.671 -0.538
C21 -2.434 -5.720 0.381
C22 -1.261 -5.245 1.150
N1 -0.345 -4.858 1.738
H37 -4.455 -3.207 -0.744
H38 -3.752 -3.360 0.893
H39 -5.051 -4.368 0.397
H40 -2.283 -4.035 -0.916
H41 -3.478 -5.143 -1.309
H42 -2.047 -6.434 -0.282
H43 -3.076 -6.289 1.096
C23 1.086 -0.718 -0.190
C24 0.170 -1.745 -0.748
C25 0.810 -2.348 -2.026
C26 -0.079 -3.176 -2.708
N2 -0.839 -3.919 -3.315
H44 0.665 -0.333 0.712
H45 1.195 0.112 -0.894
H46 2.029 -1.028 0.269
H47 -0.736 -1.384 -1.107
H48 0.055 -2.500 0.057
H49 1.683 -2.976 -1.771
H50 1.162 -1.544 -2.767
C27 -3.418 -2.033 -2.919
C28 -3.251 -2.020 -4.443
C29 -3.664 -0.645 -4.996
C30 -5.151 -0.551 -4.917
N3 -6.280 -0.431 -4.859
H51 -4.406 -1.814 -2.693
H52 -2.727 -1.494 -2.299
H53 -3.250 -3.061 -2.645
H54 -3.652 -2.788 -5.045
H55 -2.184 -2.072 -4.608
H56 -3.329 -0.370 -6.022
H57 -3.202 0.020 -4.274

Forces on atoms 1 to 6 (eV/Å):
-1.40 -0.09 -0.41
2.11 2.85 1.13
-3.02 4.30 1.37
4.36 -7.15 -2.60
-3.34 0.55 -0.32
1.52 1.58 -1.04

Atom charges from the Mulliken analysis, given in e for atoms 1 to 4: -0.07, -0.29, 0.52, -0.52

Density functional theory data (the ωB97M-V functional and the def2-TZVPD basis) for a structure of composition C30H58AsCaF8O18S6.

The calculation puts the total energy at -234928.8861 eV. Its total charge is +1. The largest force on an atom comes out at 3.94 eV/A. The calculation puts the frontier orbital gap at 6.344 eV.

Positions of all 122 atoms, in Å:
Ca1 2.727 2.406 3.063
As1 0.624 0.168 0.417
F1 1.790 0.927 1.575
F2 0.846 1.493 -0.766
F3 -0.496 -0.612 -0.732
F4 0.299 -1.157 1.539
F5 -0.669 1.057 1.272
F6 1.997 -0.635 -0.388
O1 6.729 0.589 1.955
S1 5.427 0.417 1.334
O2 4.281 1.221 1.771
O3 5.512 0.342 -0.308
C1 5.546 1.528 -1.028
C2 4.052 1.825 -1.345
C3 4.809 -1.282 1.592
H1 6.116 1.458 -1.954
H2 6.057 2.303 -0.457
H3 3.666 0.961 -1.886
H4 4.005 2.669 -2.032
H5 3.479 2.049 -0.445
H6 4.986 -1.526 2.640
H7 5.280 -1.977 0.897
H8 3.745 -1.423 1.400
O4 0.635 1.827 4.195
S2 -0.127 1.686 5.457
O5 0.328 2.457 6.638
O6 -1.781 1.941 5.198
C4 -2.378 1.271 4.084
C5 -3.793 0.804 4.416
C6 -0.233 -0.114 5.969
H9 -1.818 0.462 3.614
H10 -2.397 1.897 3.192
H11 -4.275 1.515 5.087
H12 -3.688 -0.126 4.975
H13 -4.406 0.632 3.531
H14 -0.215 -0.776 5.104
H15 -1.117 -0.196 6.602
H16 0.582 -0.183 6.690
O7 -2.490 6.074 -3.960
S3 -1.652 4.857 -3.946
O8 -0.283 4.807 -3.408
O9 -2.622 3.767 -3.206
C7 -1.892 2.551 -2.949
C8 -2.822 1.557 -2.196
C9 -1.702 4.080 -5.562
H17 -1.101 2.713 -2.217
H18 -1.410 2.091 -3.811
H19 -3.693 1.237 -2.768
H20 -3.113 2.035 -1.261
H21 -2.253 0.690 -1.860
H22 -0.755 3.566 -5.727
H23 -1.746 4.902 -6.277
H24 -2.633 3.520 -5.657
O10 0.524 5.957 1.966
S4 0.056 4.581 1.680
O11 0.911 3.454 2.039
O12 -1.471 4.399 2.360
C10 -1.998 5.533 2.986
C11 -3.466 5.153 3.383
C12 -0.540 4.331 -0.024
H25 -1.973 6.376 2.295
H26 -1.292 5.669 3.805
H27 -3.474 4.180 3.875
H28 -4.038 4.963 2.474
H29 -4.075 5.774 4.039
H30 0.348 4.180 -0.638
H31 -1.193 5.171 -0.261
H32 -1.111 3.404 0.017
O13 0.513 -5.131 2.754
S5 1.872 -5.241 3.237
O14 2.288 -6.354 4.118
O15 2.866 -5.149 1.918
C13 4.226 -5.400 2.158
C14 4.826 -5.123 0.814
C15 2.235 -3.522 3.954
H33 4.355 -6.415 2.534
H34 4.716 -4.752 2.885
H35 4.720 -4.110 0.425
H36 4.494 -5.828 0.052
H37 5.893 -5.318 0.918
H38 2.393 -3.708 5.016
H39 1.380 -2.900 3.688
H40 3.146 -3.174 3.466
O16 -2.347 -5.176 -6.701
S6 -1.465 -4.419 -5.843
O17 -0.671 -3.347 -6.371
O18 -2.406 -3.778 -4.587
C16 -1.752 -3.039 -3.562
C17 -2.894 -2.332 -2.812
C18 -0.355 -5.537 -4.876
H41 -1.083 -2.283 -3.973
H42 -1.152 -3.640 -2.878
H43 -2.508 -1.539 -2.171
H44 -3.514 -3.008 -2.223
H45 -3.573 -1.798 -3.476
H46 -1.061 -6.076 -4.245
H47 0.303 -4.916 -4.268
H48 0.153 -6.268 -5.505
F7 2.876 -2.303 -4.933
C19 2.231 -1.164 -4.800
C20 2.586 -0.097 -5.617
C21 2.105 1.191 -5.427
C22 1.282 1.426 -4.321
C23 0.873 0.373 -3.484
C24 1.336 -0.914 -3.760
H49 3.338 -0.290 -6.368
H50 2.441 2.041 -6.001
H51 0.972 2.419 -4.028
H52 0.179 0.535 -2.672
H53 1.074 -1.709 -3.078
F8 -3.177 -3.813 3.133
C25 -3.691 -2.785 2.457
C26 -2.852 -2.021 1.634
C27 -3.340 -0.829 1.063
C28 -4.682 -0.487 1.148
C29 -5.535 -1.288 1.941
C30 -5.004 -2.427 2.624
H54 -1.784 -2.159 1.550
H55 -2.651 -0.189 0.532
H56 -5.118 0.343 0.613
H57 -6.579 -1.029 2.036
H58 -5.652 -3.014 3.259

Forces on atoms 1 to 6 (eV/Å):
-1.36 -0.57 -0.85
-1.27 -0.79 -1.76
-0.31 -0.30 -0.14
-0.23 -0.61 1.72
0.80 0.82 1.10
1.00 0.92 -0.56

Atom charges from the Mulliken analysis, given in e for atoms 1 to 4: 1.51, 1.70, 0.07, -0.42

Density functional theory data (the ωB97M-V functional and the def2-TZVPD basis) for a structure of composition C30H58Br19NOP2.

The calculation puts the total energy at -1384974.4716 eV. The largest force on an atom comes out at 2.03 eV/A. The calculation puts the frontier orbital gap at 7.587 eV. The calculation puts the energy above the lowest of the compared OMol25 structures with the same formula, charge and spin at 0.0 kcal/mol.

Positions of all 111 atoms, in Å:
C1 -0.519 -4.815 -1.571
C2 0.635 -5.052 -0.637
C3 1.369 -6.237 -0.758
C4 2.451 -6.472 0.082
C5 2.800 -5.563 1.069
C6 2.076 -4.377 1.192
C7 2.563 -3.410 2.270
P1 1.898 -1.687 2.054
Br1 -0.048 -2.373 3.332
C8 2.230 -0.282 3.220
C9 1.156 0.815 3.149
C10 1.296 1.744 1.923
C11 1.150 1.720 4.406
P2 3.802 -1.166 0.924
N1 3.539 0.275 0.051
O1 4.056 -2.319 -0.253
C12 1.007 -4.134 0.343
H1 -0.347 -5.268 -2.547
H2 -1.392 -5.317 -1.126
H3 -0.778 -3.758 -1.656
H4 1.105 -6.972 -1.511
H5 3.026 -7.387 -0.019
H6 3.633 -5.751 1.738
H7 2.312 -3.802 3.256
H8 3.650 -3.339 2.162
H9 1.077 -1.357 0.955
H10 2.428 -0.629 4.235
H11 3.173 0.166 2.878
H12 0.140 0.418 3.075
H13 2.212 2.336 1.940
H14 0.428 2.411 1.919
H15 1.201 1.117 1.035
H16 1.299 1.140 5.319
H17 1.836 2.560 4.304
H18 0.137 2.130 4.469
H19 2.656 0.314 -0.450
H20 3.701 1.108 0.596
H21 3.390 -2.186 -0.943
H22 0.422 -3.223 0.409
Br2 -1.327 -4.832 -6.720
C13 -1.853 -4.353 -4.909
C14 -1.881 -2.857 -4.710
Br3 -0.071 -2.136 -4.516
H23 -1.167 -4.861 -4.241
H24 -2.852 -4.768 -4.784
H25 -2.382 -2.618 -3.783
H26 -2.340 -2.340 -5.534
Br4 -1.410 4.938 5.183
C15 -0.844 4.727 7.033
C16 0.500 5.360 7.274
Br5 1.939 4.265 6.561
H27 -0.852 3.662 7.246
H28 -1.610 5.221 7.626
H29 0.700 5.438 8.341
H30 0.593 6.341 6.818
Br6 -2.393 -7.775 -3.604
C17 -3.655 -7.001 -2.344
C18 -5.079 -7.172 -2.802
Br7 -5.513 -5.922 -4.230
H31 -3.377 -5.958 -2.222
H32 -3.489 -7.530 -1.408
H33 -5.769 -6.940 -1.994
H34 -5.289 -8.168 -3.180
Br8 -6.704 -1.857 -4.374
C19 -8.205 -2.885 -5.064
C20 -9.503 -2.468 -4.426
Br9 -9.673 -3.175 -2.622
H35 -7.969 -3.932 -4.901
H36 -8.224 -2.681 -6.133
H37 -10.346 -2.881 -4.976
H38 -9.611 -1.391 -4.353
Br10 -2.549 3.083 -2.364
C21 -3.215 2.666 -4.145
C22 -3.755 1.263 -4.211
Br11 -2.321 -0.061 -4.286
H39 -2.396 2.835 -4.837
H40 -4.002 3.393 -4.333
H41 -4.326 1.118 -5.127
H42 -4.375 1.010 -3.357
Br12 1.813 5.991 0.839
C23 1.150 5.703 -0.968
C24 0.627 4.303 -1.137
Br13 2.075 3.015 -1.311
H43 1.964 5.937 -1.647
H44 0.349 6.427 -1.101
H45 0.054 4.210 -2.057
H46 0.016 3.979 -0.300
Br14 5.332 8.027 0.591
C25 5.765 8.506 2.424
C26 5.527 7.354 3.362
Br15 3.633 7.109 3.726
H47 5.172 9.382 2.669
H48 6.819 8.776 2.409
H49 5.982 7.550 4.331
H50 5.899 6.410 2.975
Br16 4.248 11.689 0.297
C27 4.988 11.354 -1.468
C28 4.053 11.807 -2.557
Br17 2.574 10.566 -2.792
H51 5.213 10.293 -1.516
H52 5.916 11.922 -1.502
H53 4.567 11.825 -3.515
H54 3.619 12.782 -2.361
Br18 -2.128 -9.808 2.100
C29 -0.832 -8.890 3.228
C30 -0.968 -7.394 3.124
Br19 -0.200 -6.717 1.462
H55 0.149 -9.245 2.932
H56 -1.048 -9.227 4.240
H57 -0.406 -6.905 3.918
H58 -2.001 -7.062 3.158

Forces on atoms 1 to 6 (eV/Å):
-0.41 -0.19 0.70
0.77 -0.15 -0.68
0.41 0.54 -0.21
0.40 -0.02 0.02
-0.24 0.16 -0.45
0.33 0.23 0.26

Atom charges from the Mulliken analysis, given in e for atoms 1 to 4: -0.88, -0.78, -0.68, -0.79

Density functional theory data (the ωB97M-V functional and the def2-TZVPD basis) for a structure of composition C30H58CdO17S9Tl.

The calculation puts the total energy at -173615.6596 eV. Its total charge is +1. The largest force on an atom comes out at 3.22 eV/A. The calculation puts the frontier orbital gap at 1.913 eV. The calculation puts the energy above the lowest of the compared OMol25 structures with the same formula, charge and spin at 0.0 kcal/mol.

Positions of all 116 atoms, in Å:
Cd1 -0.334 -3.830 -0.201
Tl1 2.196 4.996 -1.494
C1 0.171 1.279 1.186
C2 0.544 2.221 0.191
C3 0.552 1.746 -1.274
O1 0.919 2.536 -2.133
C4 0.274 0.365 -1.543
C5 -0.077 -0.531 -0.540
C6 -0.109 -0.077 0.902
O2 -0.315 -0.900 1.791
O3 -0.245 -1.750 -0.805
O4 0.884 3.379 0.419
H1 0.143 1.656 2.197
H2 0.341 0.057 -2.578
C7 1.389 -7.644 -0.071
C8 2.704 -8.063 -0.501
C9 3.609 -7.080 -1.193
O5 4.649 -7.430 -1.666
C10 3.206 -5.681 -1.165
C11 1.976 -5.244 -0.686
C12 0.949 -6.303 -0.144
O6 -0.222 -6.003 0.150
O7 1.569 -4.081 -0.891
O8 3.022 -9.206 -0.383
H3 0.756 -8.420 0.338
H4 3.923 -5.052 -1.683
C13 0.296 -5.541 3.485
S1 0.997 -3.929 3.174
O9 0.604 -3.608 1.774
C14 -0.043 -3.005 4.284
H5 -0.772 -5.555 3.287
H6 0.606 -5.900 4.466
H7 0.827 -6.195 2.791
H8 0.218 -3.294 5.305
H9 -1.078 -3.304 4.137
H10 0.147 -1.947 4.134
C15 -2.826 -0.358 -3.508
S2 -4.593 -0.411 -3.186
O10 -4.978 -1.827 -2.960
C16 -4.518 0.359 -1.561
H11 -2.651 -0.922 -4.423
H12 -2.233 -0.779 -2.696
H13 -2.583 0.692 -3.689
H14 -3.624 0.014 -1.031
H15 -5.381 0.058 -0.972
H16 -4.426 1.444 -1.582
C17 2.012 6.106 3.414
S3 0.780 6.600 2.189
O11 1.280 6.210 0.855
C18 -0.507 5.456 2.690
H17 2.927 6.614 3.125
H18 2.150 5.028 3.290
H19 1.622 6.323 4.404
H20 -0.643 5.593 3.766
H21 -0.179 4.423 2.581
H22 -1.403 5.684 2.122
C19 1.132 -4.240 -4.138
S4 1.683 -2.558 -4.514
O12 2.734 -2.758 -5.536
C20 0.130 -2.067 -5.308
H23 1.983 -4.761 -3.712
H24 0.765 -4.740 -5.033
H25 0.292 -4.135 -3.446
H26 -0.654 -2.442 -4.649
H27 0.054 -2.539 -6.287
H28 0.070 -0.986 -5.400
C21 -0.613 5.305 -6.186
S5 1.027 5.086 -5.514
O13 0.950 5.526 -4.091
C22 0.994 3.304 -5.436
H29 -1.309 4.785 -5.529
H30 -0.649 4.862 -7.185
H31 -0.832 6.362 -6.310
H32 0.044 2.966 -5.021
H33 1.757 3.010 -4.712
H34 1.256 2.798 -6.365
C23 -0.585 1.409 5.299
S6 -0.878 3.135 5.761
O14 -1.720 3.158 6.957
C24 0.821 3.455 6.233
H35 0.317 1.345 4.693
H36 -1.420 1.098 4.676
H37 -0.433 0.837 6.213
H38 1.276 2.760 6.931
H39 0.938 4.500 6.526
H40 1.355 3.466 5.272
C25 -4.145 -2.779 -0.079
S7 -3.528 -3.583 1.392
O15 -2.195 -4.118 0.932
C26 -3.190 -2.056 2.282
H41 -4.411 -3.470 -0.875
H42 -3.314 -2.148 -0.407
H43 -4.979 -2.087 0.024
H44 -4.070 -1.418 2.232
H45 -2.298 -1.560 1.892
H46 -2.984 -2.323 3.318
C27 5.160 -0.363 3.567
S8 5.255 -0.710 1.800
O16 5.802 -2.076 1.653
C28 3.493 -0.998 1.595
H47 4.790 0.657 3.689
H48 6.185 -0.364 3.936
H49 4.548 -1.097 4.084
H50 2.822 -0.170 1.829
H51 3.280 -1.842 2.256
H52 3.284 -1.350 0.585
C29 -2.780 5.936 -2.792
S9 -1.499 4.855 -2.160
O17 -0.519 5.686 -1.427
C30 -2.503 4.093 -0.877
H53 -3.688 5.371 -3.001
H54 -2.471 6.459 -3.694
H55 -2.974 6.680 -2.014
H56 -3.119 4.876 -0.430
H57 -1.794 3.694 -0.153
H58 -3.148 3.293 -1.234

Forces on atoms 1 to 6 (eV/Å):
-2.43 1.78 1.12
-0.75 0.07 0.21
0.03 0.44 -0.53
-0.15 -0.36 -0.15
0.51 -0.45 0.30
-0.10 0.29 -0.32

Atom charges from the Mulliken analysis, given in e for atoms 1 to 4: 3.04, 0.89, -1.19, 0.74

Number 1: E_HOMO -0.361 hartree. Number 2: E_HOMO -0.398 hartree. Number 3: E_HOMO -0.267 hartree. Number 4: E_HOMO -0.354 hartree.